A single C3H6O2 molecule. Source: the Open Molecules 2025 dataset; level of theory: ωB97M-V/def2-TZVPD.

Each line ends with the Löwdin charge.
Element x y z (Å)
C 0.276 -1.553 -0.382  -0.072
C 0.311 -0.042 -0.324  -0.238
O -0.633 0.399 0.671  -0.033
C -0.679 1.726 0.809  -0.358
O -0.015 2.512 0.185  0.066
H -0.721 -1.913 -0.654  0.079
H 0.987 -1.904 -1.137  0.080
H 0.550 -1.991 0.582  0.079
H 0.036 0.417 -1.279  0.126
H 1.299 0.339 -0.047  0.126
H -1.412 2.009 1.575  0.144

maximum force	0.4	eV Å⁻¹
HOMO-LUMO gap	11.743	eV
HOMO	-10.74	eV
structure (SMILES)	CCOC=O
ΔE to the lowest compared entry with this formula, charge and spin	10.7	kcal per mole

=====

2 unconnected molecules or ions with the total composition C3H6O2. Source: the Open Molecules 2025 dataset; level of theory: ωB97M-V/def2-TZVPD.

Each line ends with the Löwdin charge.
Element x y z (Å)
O 0.049 -1.077 -1.395  -0.013
C -0.937 -0.578 -1.857  -0.131
H -1.940 -0.960 -1.679  0.084
H -0.850 0.348 -2.468  0.089
O -0.910 -0.563 1.525  0.001
C 0.286 -0.392 1.393  -0.332
C 0.819 0.912 0.921  -0.058
H 0.768 -1.406 1.260  0.128
H 0.449 1.064 -0.092  0.063
H 1.915 0.934 0.902  0.082
H 0.352 1.718 1.490  0.087

maximum force	3.5	eV Å⁻¹
HOMO-LUMO gap	10.118	eV
HOMO	-9.58	eV
structure (SMILES)	CC=O.C=O
ΔE to the lowest compared entry with this formula, charge and spin	51.4	kcal per mole

=====

2 unconnected molecules or ions with the total composition C3H6O2. Source: the Open Molecules 2025 dataset; level of theory: ωB97M-V/def2-TZVPD.

Each line ends with the Löwdin charge.
Element x y z (Å)
O -2.294 0.378 -0.386  -0.005
C -2.297 -0.266 0.623  -0.142
H -1.406 -0.513 1.218  0.076
H -3.259 -0.595 1.061  0.080
C 2.534 -0.446 0.441  0.008
C 1.738 0.162 -0.419  -0.278
O 0.371 0.191 -0.296  -0.052
H 3.606 -0.436 0.337  0.048
H 2.136 -0.953 1.308  0.056
H 2.153 0.692 -1.269  0.107
H 0.083 1.075 -0.578  0.102

maximum force	0.9	eV Å⁻¹
HOMO-LUMO gap	10.242	eV
HOMO	-9.25	eV
structure (SMILES)	C=CO.C=O
ΔE to the lowest compared entry with this formula, charge and spin	54.6	kcal per mole

=====

A molecular structure, C3H6O2. Source: the Open Molecules 2025 dataset; level of theory: ωB97M-V/def2-TZVPD.

Each line ends with the Löwdin charge.
Element x y z (Å)
C -0.069 -0.139 -0.103  -0.140
C 1.118 -1.276 -0.130  0.027
C -1.322 1.024 0.923  -0.221
O 0.478 0.913 -0.884  -0.025
O -1.522 2.120 0.501  0.010
H -0.846 -0.608 -0.629  0.086
H 1.566 -0.791 -0.924  0.046
H 0.636 -2.192 -0.409  0.069
H 1.628 -1.345 0.736  0.030
H -1.945 0.515 1.638  0.084
H 0.279 1.779 -0.719  0.034

maximum force	5.2	eV Å⁻¹
HOMO-LUMO gap (alpha / beta)	6.839 / 8.577	eV
HOMO (alpha / beta)	-5.89 / -10.91	eV
<S²>	2.013
spin multiplicity	3
ΔE to the lowest compared entry with this formula, charge and spin	46.2	kcal per mole

=====

A single C3H6O2S molecule. Source: the Open Molecules 2025 dataset; level of theory: ωB97M-V/def2-TZVPD.

Each line ends with the Löwdin charge.
Element x y z (Å)
C 0.929 -0.328 -0.292  -0.312
C 0.064 -0.351 0.990  -0.521
C 0.351 0.954 0.207  -0.278
H -0.173 -1.514 -1.260  0.060
H 1.983 -0.442 -0.248  0.131
H 0.613 -0.446 1.922  0.090
H -2.250 -0.100 0.705  -0.114
H 0.982 1.743 0.577  0.141
H -0.635 1.038 -1.473  0.102
O 0.388 -0.778 -1.516  -0.032
O -0.747 1.413 -0.572  -0.055
S -1.504 -1.189 0.959  0.788

maximum force	2.3	eV Å⁻¹
HOMO-LUMO gap	10.046	eV
HOMO	-9.32	eV
structure (SMILES)	O[C@@H]1[C@H](O)[C@@H]1S
ΔE to the lowest compared entry with this formula, charge and spin	45.7	kcal per mole

=====

A molecular structure, C3H6O2S. Source: the Open Molecules 2025 dataset; level of theory: ωB97M-V/def2-TZVPD.

Each line ends with the Löwdin charge.
Element x y z (Å)
C 1.337 0.580 -0.779  -0.091
C 0.012 -0.371 -0.321  -0.425
C -0.696 -0.217 1.038  -0.711
H 2.691 0.257 -0.691  0.154
H 0.976 1.643 -0.408  0.066
H 1.397 0.743 -2.039  0.106
H 0.522 -1.361 -0.231  0.120
H -2.087 0.231 -1.081  0.226
H -1.045 -1.229 2.796  0.239
O -0.898 -0.146 -1.483  -0.237
O -0.263 -1.132 1.968  -0.058
S -1.945 1.002 1.231  0.611

maximum force	5.9	eV Å⁻¹
HOMO-LUMO gap	8.787	eV
HOMO	-9.43	eV
ΔE to the lowest compared entry with this formula, charge and spin	136.2	kcal per mole

=====

A single C3H6O2S2 molecule. Source: the Open Molecules 2025 dataset; level of theory: ωB97M-V/def2-TZVPD.

Each line ends with the Löwdin charge.
Element x y z (Å)
C -0.091 0.411 -0.400  -0.191
C 0.137 -0.203 -1.768  -0.535
O 1.283 -0.906 -1.761  0.107
O -0.566 -0.056 -2.724  0.122
C -0.706 -0.604 0.537  -0.510
S -0.382 -0.416 2.361  0.425
S 0.706 1.315 2.573  0.325
H 0.876 0.688 -0.013  0.066
H -0.657 1.338 -0.459  0.128
H 1.613 -1.174 -2.628  0.131
H -0.263 -1.588 0.421  0.058
H -1.788 -0.704 0.452  0.074
H -0.163 1.899 3.409  -0.200

maximum force	1.1	eV Å⁻¹
HOMO-LUMO gap	9.213	eV
HOMO	-8.78	eV
structure (SMILES)	O=C(O)CCSS
ΔE to the lowest compared entry with this formula, charge and spin	8.6	kcal per mole

=====

A single C3H6O2S2 molecule. Source: the Open Molecules 2025 dataset; level of theory: ωB97M-V/def2-TZVPD.

Each line ends with the Löwdin charge.
Element x y z (Å)
C 0.536 0.780 0.693  -0.301
C 0.048 -0.624 0.291  -0.599
C -1.451 -0.748 0.008  -0.842
H 1.252 1.285 -0.999  0.060
H -0.170 1.200 1.413  0.130
H 1.514 0.697 1.213  0.128
H 0.208 -1.311 1.137  0.119
H 1.988 -1.764 -0.486  -0.130
H -1.180 1.265 -1.168  -0.113
O 0.621 1.691 -0.380  -0.131
O -2.083 -1.650 0.493  0.013
S 0.967 -1.252 -1.165  0.807
S -2.251 0.431 -1.050  0.859

maximum force	0.6	eV Å⁻¹
HOMO-LUMO gap	10.236	eV
HOMO	-9.85	eV
structure (SMILES)	O=C(S)[C@@H](S)CO
ΔE to the lowest compared entry with this formula, charge and spin	20.8	kcal per mole

=====

2 unconnected molecules or ions with the total composition C3H6O3. Source: the Open Molecules 2025 dataset; level of theory: ωB97M-V/def2-TZVPD.

Each line ends with the Löwdin charge.
Element x y z (Å)
O -0.711 2.189 -0.101  -0.110
C -0.167 0.870 0.217  -0.480
O 0.708 0.719 1.108  -0.141
C -1.674 1.198 0.309  -0.383
H -2.093 1.409 1.304  0.110
C -2.662 0.730 -0.719  -0.112
H -2.849 1.513 -1.468  0.064
H -2.276 -0.160 -1.240  0.058
H -3.618 0.460 -0.245  0.054
H 2.553 -0.492 -0.202  0.030
O 3.454 -0.904 -0.216  -0.102
H 3.293 -1.850 -0.153  0.013

maximum force	1.4	eV Å⁻¹
HOMO-LUMO gap (alpha / beta)	5.632 / 7.547	eV
HOMO (alpha / beta)	-1.46 / -3.44	eV
<S²>	0.754
spin multiplicity	2
charge	-1
ΔE to the lowest compared entry with this formula, charge and spin	43.6	kcal per mole

=====

A single C3H6O3 molecule. Source: the Open Molecules 2025 dataset; level of theory: ωB97M-V/def2-TZVPD.

Each line ends with the Löwdin charge.
Element x y z (Å)
C 0.446 -1.156 -0.108  -0.266
C -1.187 0.091 0.423  -0.316
C 0.894 0.898 -0.293  -0.163
H 0.450 -1.834 0.665  0.117
H 1.003 -1.484 -1.048  0.171
H -2.129 0.337 -0.020  0.154
H -0.869 -0.128 1.438  0.153
H 1.190 0.636 -1.297  0.121
H 1.699 1.613 0.157  0.169
O -0.865 -0.858 -0.404  -0.011
O -0.602 1.255 -0.107  -0.056
O 1.184 -0.164 0.507  -0.073

maximum force	5.0	eV Å⁻¹
HOMO-LUMO gap	11.044	eV
HOMO	-10.12	eV
structure (SMILES)	C1OCOCO1
ΔE to the lowest compared entry with this formula, charge and spin	94.2	kcal per mole